{"formula": "C5H10N2", "method": "ωB97M-V/def2-TZVPD", "total_energy_ha": -305.95543, "smiles": "C=N/C=C/CCN", "total_charge": 0, "de_lowest_kcal_mol": 42.9, "max_force_ev_per_a": 2.5, "lumo_energy_ev": 0.4, "elements": ["C", "N", "C", "C", "C", "C", "N", "H", "H", "H", "H", "H", "H", "H", "H", "H", "H"], "xyz": [[-2.69782, 0.35037, -1.70099], [-2.63790, -0.01672, -0.49403], [-1.38951, 0.02843, 0.18975], [-0.27905, 0.64617, -0.20404], [0.89474, 0.72121, 0.76918], [1.44052, -0.60264, 1.22403], [2.15922, -1.39756, 0.13893], [-1.88154, 0.72834, -2.31208], [-3.64883, 0.28928, -2.22119], [-1.41136, -0.47478, 1.14690], [-0.16584, 1.17188, -1.14077], [1.72154, 1.25983, 0.28356], [0.62842, 1.41572, 1.56902], [2.23007, -0.45312, 1.96002], [0.77563, -1.37885, 1.59829], [2.81949, -0.72038, -0.24101], [1.44222, -1.56719, -0.56557]], "atomic_forces_ev_per_a": [[-0.5, -0.1, -0.1], [0.2, -0.1, -0.1], [-0.1, 0.3, -0.6], [0.4, -0.2, 1.1], [-0.2, 0.7, -0.9], [1.6, -1.8, -0.5], [-0.8, 1.4, 0.6], [0.4, -0.1, 0.1], [-0.2, 0.0, 0.1], [0.0, 0.0, 0.1], [-0.3, 0.0, -0.1], [0.0, -0.2, -0.1], [-0.1, -0.4, 0.4], [-0.2, 0.1, 0.3], [-0.6, 0.7, 0.4], [0.0, -0.4, -0.4], [0.4, 0.0, -0.2]]}